59
Properties=species:S:1:pos:R:3:forces:R:3:mulliken_charge:R:1 method="wB97M-V/def2-TZVPD" smiles="Cc1ccc(CNC(=O)c2ccc3c(=O)[nH]c4c(C(=O)NC[C@@H]5CCCO5)sc(=S)n4c3c2)cc1" lumo_ev=-0.435 total_charge=0 e_above_lowest_kj_mol=0.0 homo_ev=-8.04 orbital_gap_ha=0.27937
C -10.05418 -1.83119 1.61647 -0.03 0.05 0.05 -1.42
C -8.99793 -0.92246 1.06638 -0.03 0.01 -0.11 0.90
C -9.19508 -0.23560 -0.12382 -0.04 -0.09 0.10 -0.63
C -8.22491 0.61720 -0.62067 0.14 0.11 0.06 -0.71
C -7.03742 0.81000 0.06888 -0.07 0.06 -0.10 0.76
C -5.95590 1.71453 -0.46190 -0.05 0.10 0.12 -1.11
N -4.73342 0.97222 -0.69565 -0.22 -0.05 -0.27 -0.17
C -3.62704 1.13778 0.05985 0.09 -0.17 -0.24 0.31
O -3.51898 1.98337 0.92266 0.11 0.21 0.23 -0.65
C -2.51585 0.18198 -0.26312 0.28 -0.32 0.08 0.27
C -2.75490 -1.17675 -0.45210 0.02 0.20 -0.01 -0.67
C -1.68573 -2.02499 -0.63989 0.28 0.02 -0.05 -1.08
C -0.38221 -1.53662 -0.68319 -0.40 0.17 0.01 0.61
C 0.71054 -2.52043 -0.80256 0.18 0.03 -0.01 0.07
O 0.55799 -3.71008 -0.94607 -0.07 -0.07 0.00 -0.68
N 1.96039 -1.95995 -0.69054 0.08 -0.33 0.00 -0.04
C 2.21148 -0.62761 -0.64439 1.17 0.12 0.03 -0.47
C 3.47220 -0.09995 -0.63642 -0.56 0.10 0.04 0.62
C 4.69469 -0.90139 -0.65077 -0.49 0.27 -0.12 0.81
O 4.63825 -2.12870 -0.62957 0.17 -0.38 0.05 -0.85
N 5.84525 -0.20997 -0.70822 0.22 0.29 0.05 -0.16
C 7.14298 -0.82281 -0.58877 0.44 0.05 0.28 -1.05
C 7.79626 -0.44405 0.75262 -0.01 -0.55 -0.25 0.14
C 7.05871 -1.02967 1.96627 0.08 0.22 -0.07 -0.48
C 7.10817 0.11146 2.97986 0.05 0.11 -0.20 -0.62
C 7.05390 1.32880 2.06049 -0.18 0.12 0.38 -0.23
O 7.79188 0.97258 0.90525 0.04 0.01 -0.28 -0.48
S 3.37797 1.64639 -0.63780 -0.66 -0.32 -0.02 -0.29
C 1.62224 1.60317 -0.69368 0.48 0.60 -0.13 0.41
S 0.76421 2.98257 -0.87540 0.10 0.28 0.00 -0.38
N 1.18410 0.29714 -0.62732 0.37 -0.16 0.08 0.10
C -0.14256 -0.15851 -0.54373 -0.83 -0.38 0.00 0.94
C -1.22228 0.68181 -0.29492 -0.12 0.16 0.10 -0.82
C -6.83568 0.12469 1.26158 -0.03 0.03 -0.02 -0.29
C -7.80309 -0.73031 1.75168 0.03 0.03 -0.03 -0.75
H -10.65590 -1.29735 2.35276 -0.08 -0.04 0.05 0.28
H -9.60677 -2.69060 2.11108 -0.03 -0.08 0.03 0.36
H -10.71669 -2.18110 0.82849 -0.06 -0.06 -0.01 0.36
H -10.11683 -0.37138 -0.67138 -0.09 -0.04 -0.05 0.35
H -8.39688 1.14096 -1.55052 0.00 0.06 -0.10 0.32
H -5.70520 2.48550 0.27284 -0.05 -0.04 -0.19 0.35
H -6.27618 2.19460 -1.39156 0.01 0.01 0.13 0.39
H -4.76324 0.23919 -1.38619 0.13 0.04 0.07 0.27
H -3.75865 -1.57224 -0.40490 -0.10 -0.04 0.02 0.50
H -1.82000 -3.09078 -0.74704 0.00 -0.07 0.01 0.48
H 2.81045 -2.53937 -0.71033 -0.23 0.11 0.00 0.18
H 5.83041 0.79851 -0.66294 -0.03 -0.11 -0.01 0.25
H 7.01139 -1.90429 -0.65287 0.08 0.10 -0.06 0.43
H 7.77704 -0.47633 -1.40908 -0.03 -0.11 0.03 0.39
H 8.84437 -0.77165 0.72943 -0.13 0.01 0.00 0.35
H 7.53255 -1.93939 2.32597 -0.02 -0.07 -0.02 0.41
H 6.02597 -1.25825 1.70011 -0.03 -0.05 0.01 0.08
H 6.28611 0.08958 3.69077 -0.01 0.00 0.07 0.37
H 8.05302 0.09602 3.52364 0.00 0.03 0.05 0.27
H 7.51449 2.22177 2.48621 -0.08 -0.03 -0.01 0.34
H 6.01289 1.56252 1.78952 0.08 0.00 0.05 0.10
H -1.08429 1.73361 -0.11285 0.01 -0.09 0.01 0.41
H -5.91381 0.27113 1.80601 0.12 0.01 0.08 0.46
H -7.63304 -1.25497 2.68098 0.02 -0.06 0.10 0.37

***

62
Properties=species:S:1:pos:R:3:forces:R:3:mulliken_charge:R:1 method="wB97M-V/def2-TZVPD" lumo_ev="-0.747 / -0.861" spin_multiplicity=2 total_charge=0 e_above_lowest_kj_mol=117.6 homo_ev="-8.24 / -8.31" orbital_gap_ha="0.27554 / 0.27370"
Ru -1.52253 -0.45032 1.21348 0.66 -0.72 -0.48 1.00
O -1.75381 -0.75859 3.09804 0.00 0.11 0.14 -0.73
C -2.35367 0.15554 3.86075 0.13 -0.23 0.07 0.71
C -2.00784 0.17119 5.22009 0.00 -0.01 0.06 -0.48
C -2.60662 1.04383 6.09809 -0.06 0.05 -0.05 -0.43
C -3.58785 1.94047 5.65652 0.08 -0.07 0.02 -0.64
C -3.93900 1.93488 4.33004 0.04 -0.04 -0.02 -0.75
C -3.32962 1.06366 3.40573 -0.14 0.22 0.06 0.57
C -3.78952 1.13170 2.04479 -0.05 -0.18 -0.15 -0.28
N -3.21150 0.52100 1.07294 -0.12 0.34 0.33 0.57
N -3.78969 0.57296 -0.18595 -0.01 0.04 -0.09 -1.11
C -3.13034 -0.17359 -1.00936 -0.05 0.01 -0.12 0.77
O -2.08182 -0.89903 -0.63431 -0.03 0.20 0.07 -1.07
C -3.53540 -0.25391 -2.42992 0.02 0.00 0.10 0.64
C -2.98332 -1.23087 -3.25066 0.02 -0.02 -0.01 -0.23
C -3.35259 -1.30576 -4.58476 0.01 -0.01 0.01 -0.77
C -4.26809 -0.40328 -5.10390 -0.01 0.02 0.01 -0.38
C -4.81866 0.57612 -4.28601 0.01 -0.01 -0.01 -0.67
C -4.45547 0.65140 -2.95306 -0.03 0.02 0.03 -0.32
H -1.25448 -0.52933 5.55443 0.00 -0.01 -0.02 0.45
H -2.31274 1.02947 7.13966 -0.02 0.02 0.01 0.38
H -4.06304 2.62531 6.34447 0.01 -0.01 0.02 0.41
H -4.70025 2.61739 3.97142 0.00 0.00 -0.03 0.35
H -4.68713 1.69870 1.81777 -0.01 -0.01 -0.04 0.41
H -2.26776 -1.92960 -2.84008 0.00 0.01 0.00 0.37
H -2.92027 -2.06712 -5.22050 0.00 0.00 0.00 0.39
H -4.55077 -0.45882 -6.14719 0.00 0.00 0.00 0.39
H -5.52857 1.28495 -4.69126 0.00 0.00 0.00 0.39
H -4.87089 1.41107 -2.30573 -0.01 0.00 -0.01 0.42
O -0.70469 1.28185 1.69130 0.27 0.06 -0.20 -0.50
N 0.61902 1.45269 1.86513 -0.63 0.18 0.08 0.92
O 0.94974 2.57750 2.13558 0.11 -0.17 -0.06 -0.64
O 1.35519 0.48920 1.75028 0.11 0.02 0.03 -0.42
C 5.17802 0.89878 -2.39708 0.00 0.00 0.02 -0.96
C 4.04448 1.89347 -2.60600 0.00 0.00 -0.04 -0.27
C 3.12370 2.01429 -1.40001 0.02 0.02 0.02 -1.27
N 2.49702 0.75129 -1.02522 -0.04 -0.15 0.01 0.26
C 1.36515 0.30542 -1.56938 0.04 0.02 -0.09 -0.03
S 0.53530 1.07287 -2.78282 -0.02 -0.05 -0.07 -0.30
N 0.79824 -0.86724 -1.04007 -0.18 0.13 0.15 0.28
C 1.11186 -1.57209 0.10354 0.25 -0.18 -0.05 0.36
O 0.23588 -1.86599 0.91520 -0.35 0.20 0.20 -0.70
C 2.49015 -2.07780 0.29610 -0.04 0.10 0.03 0.22
C 3.30418 -2.40342 -0.78587 -0.04 0.08 -0.06 0.07
C 4.57399 -2.90791 -0.56143 0.02 -0.01 0.01 -0.69
C 5.03057 -3.07810 0.73942 -0.01 0.00 -0.01 -0.38
C 4.21695 -2.75736 1.81919 -0.01 0.00 -0.02 -0.74
C 2.94152 -2.26584 1.59988 0.02 0.02 0.04 -0.46
H 5.83563 0.86372 -3.26567 0.00 0.00 0.00 0.38
H 4.79077 -0.10814 -2.23367 0.00 -0.03 0.01 0.11
H 5.78476 1.16640 -1.52828 0.00 0.00 0.00 0.29
H 3.44524 1.61608 -3.47519 0.01 -0.01 0.00 0.24
H 4.45267 2.88696 -2.80801 -0.02 0.01 -0.01 0.37
H 2.33139 2.73647 -1.59818 0.01 0.00 0.01 0.50
H 3.68524 2.35017 -0.52618 -0.01 -0.01 0.01 0.45
H 2.84222 0.29893 -0.19485 0.00 -0.04 0.08 0.18
H -0.19357 -0.91818 -1.27223 0.02 0.08 0.02 0.15
H 2.93327 -2.27280 -1.79502 0.00 0.02 0.00 0.48
H 5.20728 -3.16908 -1.39869 0.00 0.00 0.00 0.44
H 6.02594 -3.46630 0.91237 0.00 0.00 0.00 0.40
H 4.57823 -2.89142 2.82973 0.00 0.00 0.00 0.41
H 2.28786 -2.00382 2.42059 0.00 0.00 0.00 0.45

***

64
Properties=species:S:1:pos:R:3:forces:R:3:mulliken_charge:R:1 method="wB97M-V/def2-TZVPD" lumo_ev="-6.935 / -6.936" total_charge=+2 e_above_lowest_kj_mol=534.7 homo_ev="-13.45 / -13.45" orbital_gap_ha="0.23955 / 0.23953"
Tc 0.20863 1.33636 0.43828 0.08 -0.32 0.06 0.26
C 4.57045 1.14722 0.15330 0.00 0.03 -0.03 -1.81
C 3.15090 1.55602 0.31995 0.05 -0.04 -0.08 0.46
N 2.12778 0.90107 -0.08583 0.07 -0.16 0.21 0.56
N 2.30677 -0.41831 -0.55431 -0.04 0.09 -0.04 -0.18
C 0.77306 -1.39369 0.51098 0.08 -0.16 0.34 2.75
O 0.05065 -0.41847 1.18326 0.07 0.12 -0.01 -0.62
C 0.29146 -2.75976 0.86376 -0.07 -0.02 -0.17 -0.39
C 1.13716 -3.72388 1.39550 -0.01 0.02 0.00 -0.25
C 0.63578 -4.98252 1.69741 0.00 -0.01 0.00 -0.83
C -0.69769 -5.27828 1.45584 0.00 -0.01 0.00 -0.56
C -1.54177 -4.31281 0.92157 0.00 0.01 0.00 -0.71
C -1.05076 -3.05099 0.62998 0.02 0.01 0.02 -0.64
C 2.75827 2.75595 1.07927 0.04 0.08 0.06 0.66
C 3.65207 3.73653 1.46530 0.00 -0.05 0.04 -0.68
C 3.19714 4.80490 2.22501 -0.03 0.01 0.01 -0.50
C 1.86223 4.84656 2.59291 0.04 0.00 0.01 -0.96
C 1.01913 3.84240 2.15694 -0.07 -0.04 0.05 -0.15
N 1.44345 2.81416 1.41138 -0.03 0.11 -0.27 -0.01
H 4.64029 0.12632 -0.20586 0.00 0.01 -0.02 0.32
H 5.10147 1.23611 1.10089 0.00 -0.02 0.01 0.45
H 5.05827 1.80787 -0.56795 0.00 0.02 0.02 0.42
H 2.17749 -3.49068 1.58134 0.01 -0.01 0.00 0.50
H 1.28887 -5.73293 2.12170 0.00 0.00 0.00 0.44
H -1.08178 -6.26288 1.68619 0.00 0.00 0.00 0.43
H -2.58266 -4.54412 0.73749 0.00 0.00 -0.01 0.48
H -1.71185 -2.28558 0.23518 0.01 -0.01 0.00 0.36
H 4.69095 3.66253 1.17763 0.01 0.00 -0.01 0.49
H 3.87725 5.58934 2.52788 0.00 0.00 0.01 0.49
H 1.46747 5.64902 3.19928 0.00 0.00 0.00 0.48
H -0.03408 3.85782 2.40851 0.01 0.01 -0.03 0.39
Se -0.19083 3.65198 -3.15429 0.10 0.25 0.01 -0.23
Sb 0.18921 6.23956 -2.32069 -0.06 0.04 -0.22 0.49
Se -2.57754 3.78143 -0.13825 0.14 -0.12 -0.11 -0.24
Se -0.29089 3.53541 -0.85620 -0.32 0.22 0.30 0.20
Se 2.45254 6.56707 -2.13962 0.10 -0.07 -0.01 -0.31
Te -2.24556 1.89777 1.51761 -0.21 0.11 0.09 0.33
C -3.63439 0.43366 0.90516 0.07 -0.04 -0.04 0.82
C -4.33650 0.47541 -0.28776 -0.07 0.05 0.03 -0.15
C -5.22177 -0.55312 -0.57983 0.00 -0.01 0.00 -0.66
C -5.38611 -1.60794 0.30808 -0.01 0.00 0.00 -0.60
C -4.68500 -1.62964 1.50510 0.00 0.01 0.00 -0.57
C -3.81142 -0.59708 1.81886 0.06 -0.07 -0.03 -0.75
H -4.23953 1.31384 -0.96508 0.02 0.00 -0.02 0.37
H -5.79485 -0.52227 -1.49704 0.00 0.00 0.00 0.44
H -6.08105 -2.40367 0.07620 0.00 0.00 0.00 0.44
H -4.82717 -2.43967 2.20782 -0.01 0.00 0.00 0.48
H -3.28308 -0.61221 2.76563 0.01 -0.01 -0.01 0.32
C 2.21426 -2.79170 -1.95929 -0.04 -0.07 0.02 -0.67
N 1.08488 -1.85628 -2.02796 -0.07 -0.07 0.01 0.33
C 0.23575 -1.87536 -3.05986 -0.02 0.05 0.02 -0.09
C -0.76164 -0.96832 -3.21493 0.02 -0.06 0.00 -1.51
C -0.86518 0.07267 -2.26307 0.00 -0.09 0.04 1.15
N -0.00318 0.16957 -1.23946 0.08 0.10 -0.11 0.68
C 0.92102 -0.89747 -0.98642 0.10 0.07 -0.03 -1.27
O 2.19843 -1.21068 0.66017 -0.04 0.01 -0.09 -0.52
N -1.84457 0.96118 -2.37748 -0.03 0.07 -0.02 0.12
H 2.05495 -3.56835 -2.70203 0.00 0.01 0.00 0.38
H 2.25930 -3.25540 -0.97696 0.01 0.01 -0.03 0.25
H 3.14818 -2.27466 -2.16606 0.00 0.00 0.00 0.25
H 0.39026 -2.67013 -3.77741 0.01 0.00 0.00 0.42
H -1.45530 -1.03683 -4.03671 0.00 0.00 0.00 0.47
H -2.43008 0.95467 -3.19442 -0.04 -0.02 0.02 0.23
H -1.96958 1.70132 -1.70660 -0.04 -0.06 0.01 -0.26

***

57
Properties=species:S:1:pos:R:3:forces:R:3:mulliken_charge:R:1 method="wB97M-V/def2-TZVPD" lumo_ev="-3.017 / -3.017" total_charge=+1 homo_ev="-9.94 / -9.94" orbital_gap_ha="0.25444 / 0.25446"
Pd 0.06693 0.41108 0.40565 0.12 0.58 0.31 0.29
C 4.09448 -3.47730 4.70404 0.00 0.00 -0.01 -1.50
C 3.01208 -2.62780 4.09811 -0.01 -0.01 0.02 0.41
C 1.66996 -2.80619 4.43794 0.02 0.00 0.03 -0.99
C 0.67211 -2.07774 3.82709 -0.03 -0.02 -0.12 -0.11
C 0.95465 -1.10006 2.86485 0.00 -0.29 -0.19 0.27
N -0.09783 -0.45290 2.20542 -0.17 -0.19 0.09 -0.53
C -0.98066 0.29252 2.99197 0.12 0.14 0.05 1.39
C -0.62994 0.79418 4.25635 -0.03 -0.02 -0.07 -0.06
C -1.51987 1.52788 5.01780 -0.04 0.02 0.01 -1.30
C -2.79886 1.84294 4.56181 0.03 -0.01 -0.01 0.48
C -3.74384 2.68072 5.37752 -0.01 0.01 0.00 -1.54
C -3.15110 1.38255 3.30195 0.02 0.03 0.02 -0.57
C -2.27213 0.62046 2.54903 0.11 -0.23 -0.02 -0.16
N -2.70809 0.11246 1.29307 -0.05 0.16 0.01 0.18
C -3.90534 -0.40666 0.96554 0.06 -0.06 0.00 -0.02
C -3.87437 -0.72354 -0.37486 0.03 -0.01 -0.01 -1.12
C -2.59473 -0.36303 -0.79835 -0.04 0.11 -0.02 -0.43
N -1.91003 0.16225 0.21353 -0.21 -0.11 0.12 0.06
C 2.30157 -0.89054 2.57534 0.01 0.17 0.09 0.04
C 3.30690 -1.66327 3.15182 -0.01 0.05 0.03 -0.58
N 2.70652 0.16494 1.69655 -0.13 -0.21 -0.02 0.54
C 3.84545 0.87256 1.76128 0.06 -0.11 -0.09 -0.12
C 3.98008 1.57751 0.58267 0.06 -0.04 -0.02 -1.03
C 2.85393 1.24659 -0.15878 0.04 -0.11 0.06 -0.35
N 2.08247 0.38533 0.51526 0.18 0.58 0.07 -0.44
H 3.76408 -3.92163 5.64146 0.00 0.00 0.00 0.38
H 4.99311 -2.89366 4.90284 0.00 0.00 0.00 0.37
H 4.37123 -4.29109 4.03121 0.00 0.00 0.00 0.31
H 1.40334 -3.55452 5.17423 0.00 0.00 0.00 0.39
H -0.36624 -2.26326 4.07091 0.00 0.00 0.00 0.49
H 0.35555 0.57972 4.64794 0.01 -0.02 0.01 0.50
H -1.20524 1.87914 5.99344 -0.01 -0.01 0.00 0.38
H -3.46903 2.66604 6.43094 0.00 0.00 0.00 0.38
H -4.76872 2.32043 5.29054 0.00 0.00 0.00 0.38
H -3.73237 3.72119 5.04668 0.00 0.00 0.00 0.30
H -4.12386 1.62184 2.88782 -0.01 -0.01 0.00 0.54
H -4.66932 -0.53839 1.71189 -0.01 0.03 0.00 0.49
H -4.65872 -1.16839 -0.95995 0.00 0.01 0.00 0.42
H -2.14254 -0.45415 -1.77206 0.00 -0.02 0.01 0.49
H 4.33438 -1.50490 2.84702 0.00 -0.01 0.00 0.56
H 4.48555 0.80480 2.62384 -0.01 0.01 0.00 0.55
H 4.78261 2.23694 0.30550 0.00 0.00 0.00 0.45
H 2.55002 1.58542 -1.13449 -0.04 0.06 0.03 0.49
N 0.88438 3.26017 1.36268 -0.02 -0.05 -0.01 -0.20
C 0.33629 3.44698 0.12704 -0.10 0.03 0.07 0.90
C 0.14196 4.74716 -0.37220 0.03 -0.01 -0.01 -0.94
C -0.40962 4.91643 -1.61431 -0.01 0.01 0.00 -0.24
C -0.77388 3.79662 -2.36733 0.01 0.00 0.00 -0.80
C -0.54819 2.56249 -1.82046 0.06 0.01 -0.08 -0.44
N 0.00579 2.37341 -0.60484 -0.06 -0.50 -0.39 0.18
H 0.90083 4.04922 1.98536 0.00 0.01 -0.01 0.30
H 0.75499 2.36201 1.80397 -0.03 0.03 0.04 -0.06
H 0.42503 5.59457 0.23730 0.00 0.00 0.00 0.39
H -0.56700 5.91351 -2.00364 0.00 0.00 0.00 0.42
H -1.21547 3.88883 -3.34794 0.00 -0.01 0.00 0.42
H -0.80698 1.66291 -2.36309 0.01 0.00 0.01 0.39

***

For the records above, the corresponding DFT total energy values read -2283.52326; -2185.28583; -11640.36119; -1478.06407 hartree.